No. 1
Here is the molecule C6H8S in a non-equilibrium geometry from OMol25. Energies are from ωB97M-V/def2-TZVPD.

Geometry as XYZ:
```
15
Properties=species:S:1:pos:R:3:forces:R:3:mulliken_charge:R:1
C -0.2242 -1.1115 0.4570 1.2026 -0.1556 1.0532 0.1912
C 0.5314 -1.6896 1.3547 -0.3581 -0.8046 0.1899 -0.7071
C 1.4080 -0.6110 0.9367 0.5850 -1.8972 -3.1067 -0.2899
C -1.0184 -0.5410 -0.5599 -2.5671 -1.0830 -1.4087 0.3220
C 0.0182 0.4713 -0.5205 0.5485 1.5569 2.7970 -0.5710
C -0.2358 1.7429 0.2842 -1.8334 0.5001 -2.2315 -1.0334
S -1.0870 -1.5465 -2.1168 -0.0070 -0.0049 0.1680 -0.2834
H 1.3448 0.2647 1.4288 0.2589 2.7599 1.7801 0.2432
H 2.3825 -0.7751 0.3475 -1.6888 -0.0074 0.7565 0.2604
H -2.0941 -0.2441 -0.2784 1.8147 -0.1382 -0.2430 0.2798
H 0.8624 0.5635 -1.1287 0.5477 -0.5159 -1.5831 0.5409
H 0.4352 2.5113 -0.1321 -0.4611 -0.0120 0.2518 0.3045
H -0.0054 1.6468 1.3140 -0.1562 -0.0473 1.1139 0.2664
H -1.3573 2.0598 0.1227 2.1599 -0.3601 0.5342 0.3138
H -0.9603 -2.7416 -1.5094 -0.0455 0.2092 -0.0716 0.1626
```
Positions in Å, forces in eV/Å.

electronic energy: -631.353702 Eh
relative energy (zero: lowest compared OMol25 entry of this formula, charge and spin): 6.462 eV
highest occupied orbital energy: -7.93 eV
frontier orbital gap: 0.31882 Ha
charge: 0


No. 2
Here is the molecule C3H6S in a non-equilibrium geometry from OMol25. Energies are from ωB97M-V/def2-TZVPD.

Geometry as XYZ:
```
10
Properties=species:S:1:pos:R:3:forces:R:3:mulliken_charge:R:1
C -1.0418 1.4185 -0.2783 2.5484 0.0069 -9.0703 -1.3586
C 0.2627 0.7434 0.1300 1.3081 -0.3989 3.6346 0.1618
C -0.3028 -0.4778 1.0135 -0.1607 2.0152 -0.9461 -0.6259
S 0.6688 -0.9629 -0.4207 -1.0168 1.2955 -0.4310 -0.1278
H -1.5218 0.6263 -1.0109 0.2235 1.4812 1.8697 0.3656
H -1.6477 1.9410 0.3120 -2.3176 1.1018 3.5305 0.3930
H -1.0064 2.3582 -1.1517 0.8386 -2.4638 2.0178 0.2300
H 1.1438 1.3106 0.6713 -1.9229 -1.0250 -1.5665 0.3106
H -1.4143 -0.0863 0.7853 1.9192 -2.9510 1.7339 0.3127
H 0.2371 -0.8468 1.9339 -1.4197 0.9380 -0.7726 0.3386
```
Positions in Å, forces in eV/Å.

electronic energy: -515.965658 Eh
relative energy (zero: lowest compared OMol25 entry of this formula, charge and spin): 2.726 eV
highest occupied orbital energy: -8.88 eV
frontier orbital gap: 0.36467 Ha
charge: 0


No. 3
Here is a structure of composition C43H26Br2F4ILuN4O9P in a non-equilibrium geometry from OMol25. Energies are from ωB97M-V/def2-TZVPD.

Geometry as XYZ:
```
91
Properties=species:S:1:pos:R:3:forces:R:3:mulliken_charge:R:1
Lu -0.3521 -18.9339 -14.4337 0.2680 2.1631 -0.1938 2.1883
O 3.1609 -18.9154 -16.8994 -0.2761 0.0820 0.6063 -0.7457
C 2.4163 -18.9182 -15.9255 -0.4669 -1.2972 -2.1708 -0.0327
O 1.2613 -19.5303 -15.8631 0.3587 -0.0092 0.0785 -0.7867
C 2.8220 -18.2973 -14.6754 1.5072 1.0109 2.8383 0.9681
C 4.1313 -17.8988 -14.3830 -0.7416 1.4210 -1.3469 -0.8413
C 4.3828 -17.2908 -13.1537 1.0103 -0.4018 1.3323 -0.3240
C 3.3929 -17.2496 -12.1898 -2.0873 0.5017 0.9341 -0.4827
C 2.0812 -17.7875 -12.5132 3.1278 1.1479 1.2217 0.8099
N 1.8973 -18.2504 -13.7042 -0.6219 -1.1263 -2.0711 -0.0406
C 0.8803 -17.9625 -11.5946 -1.3664 0.2385 -0.6066 0.0203
O 0.8110 -17.5690 -10.4353 0.7240 -0.1417 -0.4833 -0.7883
O -0.0601 -18.5072 -12.2838 -0.4673 -0.4637 1.1817 -0.6351
H 4.7877 -17.7124 -15.2385 0.1432 -0.7927 0.4233 0.3977
H 5.4157 -16.9745 -12.8256 -1.2365 -0.0761 -0.8379 0.3359
H 3.4937 -16.6816 -11.2190 0.1186 -1.0460 -1.1064 0.3370
Br 1.0741 -14.2736 -16.4765 0.6049 0.3248 0.3104 -0.1201
C 0.2018 -15.3053 -17.7605 -0.9954 0.3162 -2.7456 0.2236
C -0.2349 -14.6654 -19.0157 2.1321 0.4369 3.3966 -0.6937
C -1.0143 -15.4380 -19.7759 -1.3813 0.4323 -1.9570 -0.1468
C -1.3807 -16.7010 -19.3910 -1.2748 -1.7475 0.3869 -0.6828
C -0.9521 -17.2584 -18.1804 -0.2741 1.1456 -1.0999 0.5952
N -0.0880 -16.5381 -17.4616 0.0074 0.2417 1.2668 0.0126
C -1.5405 -18.5439 -17.5790 0.6757 -0.9891 -1.5633 -0.0680
O -2.0248 -19.3534 -18.3918 0.1463 0.9150 1.1982 -0.7543
O -1.3888 -18.6772 -16.3239 -0.4672 -0.3505 -0.0957 -0.3690
H 0.0521 -13.6258 -19.2240 -0.2648 -0.5983 0.0858 0.3873
H -1.5262 -15.0322 -20.6736 0.6901 -0.2120 0.4884 0.2947
H -2.1477 -17.1604 -20.0183 0.3753 -0.4085 0.4342 0.3872
O -1.5501 -14.7068 -14.3057 0.3434 -3.2059 0.2190 -0.6243
C -1.4641 -15.9863 -14.2818 0.1305 2.2089 -0.6386 0.0944
O -0.4263 -16.7213 -14.4045 -1.0956 1.1941 0.3295 0.0228
C -2.7942 -16.7354 -14.0839 -0.0167 -1.5682 0.1221 0.5823
C -4.0369 -16.0647 -14.0559 0.7405 1.4104 0.4359 -0.7015
C -5.2053 -16.6959 -13.7900 1.2237 -1.9466 -0.3635 -1.0872
C -5.1433 -18.1174 -13.4971 0.3490 1.0345 -0.1816 1.1257
C -6.3163 -18.8780 -13.2310 0.0283 0.5037 -0.1327 -0.6544
C -6.2001 -20.0795 -12.6204 0.5244 -0.3397 0.6172 -0.4406
C -4.9288 -20.5939 -12.3969 1.4499 0.4945 -1.3298 -0.8843
C -3.7806 -20.0392 -12.9622 0.4479 -0.0272 1.0813 -0.3353
C -3.8102 -18.7178 -13.4080 -2.5880 1.1035 -1.6051 -0.2089
N -2.7115 -18.0477 -13.8834 0.2420 0.3467 1.0608 0.3617
H -3.9339 -14.9774 -14.1354 -0.3498 -0.3973 -0.2507 0.6300
H -6.1153 -16.1563 -13.8232 -0.8931 0.2584 0.1066 0.5096
H -7.3240 -18.5695 -13.4871 0.2183 0.7139 0.0752 0.3830
H -7.0132 -20.6570 -12.2070 -0.4021 0.1587 -0.3225 0.3626
H -4.8816 -21.4884 -11.8628 0.3724 -1.4753 0.6579 0.4694
H -2.7639 -20.4491 -12.9304 -0.6156 -0.4146 0.3036 0.2255
F -5.5308 -10.5445 -7.2449 0.9841 -1.0880 -1.6562 -0.3070
C -4.8557 -11.1271 -8.3185 -0.7265 1.5136 0.4866 0.4272
C -4.3702 -10.2806 -9.3326 -0.9690 0.8545 0.7578 0.1949
F -4.6920 -8.9525 -9.3623 0.5037 -1.1332 0.4742 -0.2803
C -3.6772 -10.8157 -10.3747 0.8301 -1.9330 -2.2340 0.1221
F -3.1312 -10.0003 -11.3280 -0.8132 -0.2492 1.0282 -0.3735
C -3.5661 -12.2323 -10.5930 -1.0194 1.5209 2.2020 0.4624
P -2.9421 -13.1027 -12.0569 1.7969 -0.3970 -0.4312 0.2967
C -1.1209 -13.0053 -11.5348 -1.2965 1.8170 -0.0489 0.0794
C -0.5336 -11.7463 -11.1735 2.0946 -2.4516 -0.2999 -0.3334
C 0.8193 -11.7904 -10.7126 -1.4596 -0.3896 -0.5913 -0.6435
C 1.5434 -13.0206 -10.6413 -0.5942 1.2950 0.8013 -0.6506
C 0.8426 -14.2115 -10.8447 1.0311 -0.0182 -0.2912 -0.4253
C -0.4609 -14.1826 -11.3753 1.3472 -0.2410 1.2039 -0.1508
C -2.9385 -11.9380 -13.4590 1.2131 0.5691 0.7105 0.4054
C -1.7590 -11.6182 -14.1150 -1.1679 0.0378 -0.7541 -0.3106
C -1.7895 -10.8055 -15.2612 2.4185 -0.9884 0.9548 -0.7576
C -2.9407 -10.4049 -15.8334 -3.3633 -0.4397 1.0654 -0.4470
C -4.1787 -10.6903 -15.1524 1.3036 0.8037 1.7428 -0.8623
C -4.0787 -11.3149 -13.8707 -1.6838 0.7326 -2.1821 -0.4387
C -4.0510 -13.0502 -9.5154 0.5863 1.2575 -1.3104 -0.2361
Br -3.6208 -14.8523 -9.5357 -0.2126 -0.7386 0.2908 -0.1060
C -4.7064 -12.5000 -8.4275 -0.0786 0.6458 0.4953 0.3033
F -5.2092 -13.2399 -7.4355 0.1847 -0.2032 -0.1040 -0.3215
H -0.9886 -10.8275 -11.4878 -0.2915 0.3393 0.5139 0.4746
H 1.2172 -10.8429 -10.3599 0.4735 -0.1714 -0.3240 0.3826
H 2.6168 -12.9416 -10.3261 -1.2035 -0.5001 -0.2020 0.3280
H 1.3389 -15.1696 -10.5990 -0.4834 0.5254 -0.4649 0.3098
H -0.9487 -15.1058 -11.5638 -0.3507 -0.6908 -0.2228 0.5759
H -0.8704 -12.0434 -13.7298 0.9527 -0.1207 -0.0845 0.5920
H -0.7980 -10.5448 -15.6381 -0.4224 0.0251 -0.3440 0.3734
H -3.0265 -9.8363 -16.7178 0.3503 0.5426 -0.9194 0.4429
H -5.1150 -10.1507 -15.4006 0.7034 -0.6617 -0.1380 0.3060
H -4.9144 -11.3010 -13.1893 -0.5692 -0.2276 -0.1784 0.3649
N 0.4641 -22.2411 -15.5556 0.4803 0.3929 0.1394 -0.2521
C -0.3636 -22.1978 -14.5398 -0.5415 3.5908 1.0292 0.6500
O -0.6550 -21.0485 -14.0195 -0.0955 -3.2282 -0.7774 -0.7732
C -0.9663 -23.3781 -13.8837 -0.0978 -1.6732 1.6486 -1.0974
I -1.4505 -25.1423 -15.0512 0.1678 0.6080 0.0285 0.0674
H 0.9422 -21.3624 -15.8304 -0.3989 0.1421 0.0264 0.3372
H 1.0239 -23.0483 -15.6338 0.2693 -1.2596 -0.6245 0.2646
H -1.8931 -23.1063 -13.3284 0.8337 -0.0147 -0.6391 0.3188
H -0.2451 -23.8218 -13.1263 -0.7633 0.8356 -0.8667 0.4108
```
Positions in Å, forces in eV/Å.

electronic energy: -9972.803012 Eh
relative energy (zero: lowest compared OMol25 entry of this formula, charge and spin): 0.498 eV
highest occupied orbital energy: -6.15 eV
frontier orbital gap: 0.27016 Ha
charge: -1